No. 1
The following is a quantum chemistry calculation of a 11-piece molecular cluster, C48H94NO31P overall, from the OMol25 dataset.

- ΔE to the lowest compared entry with this formula, charge and spin: 0.000 eV
- Charge: 0
- Gap between HOMO and LUMO: 8.027 eV
- SMILES: CCP(CC)[C@@H]1NC(=O)C[C@@H]1CC[C@H](C)CCC=C(C)C.COC(=O)OC.COC(=O)OC.COC(=O)OC.COC(=O)OC.COC(=O)OC.COC(=O)OC.COC(=O)OC.COC(=O)OC.COC(=O)OC.COC(=O)OC
- F_max: 1.34 eV/A
- Highest occupied orbital energy: -7.9 eV

Structure (XYZ):
```
175
Properties=species:S:1:pos:R:3:forces:R:3:lowdin_charge:R:1
C 3.415926 2.820187 -3.458272 0.08 0.14 -0.03 -0.1553
C 2.933839 3.492966 -2.160195 0.00 -0.10 -0.49 -0.4329
P 1.135021 3.393123 -1.766686 -0.22 0.06 0.59 1.0041
C 0.961837 1.549599 -1.622788 -0.02 -0.05 -0.30 -0.3985
C -0.266920 0.918024 -2.296431 0.13 -0.16 0.17 -0.1379
C 0.298239 3.829830 -3.377227 0.13 0.30 0.21 -0.4135
N 1.153881 4.863728 -4.047384 -0.51 0.00 -0.15 0.0400
C 0.186495 5.780065 -4.627609 0.13 0.42 0.25 -0.4426
O 0.255481 6.246789 -5.727996 0.06 -0.20 0.14 0.1156
C -0.917144 5.965891 -3.608559 -0.26 -0.80 -0.54 -0.0552
C -1.137207 4.483309 -3.241914 0.15 -0.01 -0.42 -0.3087
C -1.922210 4.267484 -1.956098 0.17 0.52 0.00 -0.1837
C -3.386182 4.737806 -2.006926 -0.14 -0.31 0.19 -0.1675
C -4.409576 3.587082 -2.041722 0.08 0.65 -0.60 -0.3687
C -4.434659 2.969443 -3.456237 -0.16 -0.47 0.35 -0.0399
C -5.788403 4.145249 -1.669954 0.04 -0.45 0.36 -0.1677
C -6.855013 3.077462 -1.294943 0.73 0.32 -0.98 -0.1608
C -6.549256 1.616677 -1.496661 0.16 -0.17 -0.15 -0.1187
C -7.208337 0.780831 -2.321131 -0.14 0.09 -0.12 -0.3353
C -7.702034 -0.565661 -1.847756 1.10 -0.55 -0.38 -0.0547
C -7.482562 1.128742 -3.759921 -0.96 0.23 0.25 -0.0566
H 3.680760 3.573159 -4.196713 -0.06 0.03 -0.04 0.0608
H 4.302540 2.208279 -3.293646 -0.04 -0.08 0.04 0.0635
H 2.645744 2.200412 -3.918913 0.02 -0.10 0.06 0.0564
H 3.212608 4.546920 -2.158803 0.08 0.02 0.09 0.0548
H 3.428527 3.050778 -1.292928 -0.09 0.02 0.11 0.0619
H 0.987772 1.329414 -0.556424 -0.07 0.02 0.05 0.0566
H 1.859021 1.090011 -2.041168 0.04 0.00 0.03 0.0656
H -0.025761 0.565663 -3.298452 -0.08 0.13 -0.09 0.0633
H -1.114035 1.595870 -2.373231 -0.04 -0.02 -0.03 0.0377
H -0.602005 0.047839 -1.730652 -0.01 -0.01 0.00 0.0699
H 0.194309 2.959205 -4.024696 0.24 0.03 -0.11 0.1000
H 1.512917 5.437522 -3.278312 0.44 -0.14 -0.13 0.0954
H -1.799407 6.375616 -4.090756 0.00 0.36 0.22 0.1220
H -0.570448 6.563279 -2.763419 -0.05 0.07 -0.02 0.1347
H -1.677092 4.106914 -4.117658 -0.25 -0.27 0.26 0.1235
H -1.876354 3.231420 -1.620289 -0.02 -0.04 -0.06 0.0877
H -1.397948 4.848823 -1.194139 0.02 -0.13 0.12 0.0973
H -3.571425 5.378170 -2.874947 0.06 0.04 0.01 0.1169
H -3.594933 5.349054 -1.126672 0.06 0.04 0.02 0.1077
H -4.092858 2.826619 -1.322092 -0.06 0.05 0.11 0.1279
H -5.312099 3.314217 -4.004236 0.10 0.16 -0.13 0.0796
H -3.537226 3.207223 -4.023177 -0.01 -0.02 -0.05 0.0591
H -4.524736 1.883937 -3.412737 0.06 -0.05 -0.04 0.0709
H -5.664614 4.821900 -0.821177 -0.06 0.08 -0.03 0.1014
H -6.152319 4.745886 -2.506732 0.05 0.06 0.00 0.1132
H -7.085254 3.183150 -0.231458 -0.09 -0.07 0.00 0.1012
H -7.777693 3.289796 -1.834776 -0.10 0.04 0.12 0.1062
H -5.749582 1.154193 -0.916642 -0.80 -0.04 1.07 0.1001
H -7.780386 -0.597002 -0.764345 -0.04 0.01 0.02 0.0568
H -7.092674 -1.421092 -2.166811 0.00 0.00 -0.07 0.0787
H -8.683343 -0.723215 -2.295842 -0.11 0.03 0.13 0.0778
H -7.785175 2.168095 -3.908250 0.14 0.05 -0.02 0.0793
H -6.560114 0.956398 -4.316136 0.02 0.07 -0.05 0.0755
H -8.251624 0.492942 -4.201304 -0.07 0.03 0.01 0.0705
C -7.831219 -2.606111 3.429335 -0.01 -0.06 0.04 -0.0284
O -6.702481 -1.726842 3.500242 0.01 0.00 -0.02 0.0095
C -6.809155 -0.631020 2.757743 0.09 0.04 -0.09 -0.6136
O -7.734955 -0.336773 2.045133 -0.10 -0.07 0.06 0.1147
O -5.702996 0.098085 2.919011 -0.12 0.04 -0.03 -0.0137
C -5.732503 1.342261 2.207582 0.12 0.16 0.02 -0.0207
H -7.592701 -3.439098 4.082700 0.02 0.01 0.01 0.0945
H -8.729127 -2.100650 3.778740 0.00 0.02 -0.03 0.0990
H -7.978721 -2.955656 2.409221 -0.02 0.03 -0.01 0.0967
H -6.548540 1.967342 2.567311 -0.04 -0.04 -0.02 0.1004
H -5.844345 1.169217 1.140666 -0.06 0.01 0.02 0.0641
H -4.784335 1.832449 2.411317 0.03 -0.09 0.04 0.0974
C 1.879785 8.666095 -5.681331 0.05 0.01 0.02 -0.0476
O 2.887459 9.646614 -5.971309 0.01 0.01 0.03 0.0090
C 2.422612 10.772265 -6.503570 -0.01 0.01 0.00 -0.6259
O 1.268955 11.021642 -6.742423 0.03 0.00 0.01 0.1220
O 3.455279 11.588159 -6.729332 -0.01 -0.01 0.00 0.0002
C 3.093484 12.845918 -7.306500 0.05 0.04 -0.01 -0.0421
H 2.406060 7.816696 -5.258600 0.06 0.02 -0.04 0.0876
H 1.163408 9.062984 -4.963545 -0.04 0.01 -0.04 0.0994
H 1.362715 8.362185 -6.586294 -0.02 0.03 0.00 0.0913
H 2.422958 13.392256 -6.645790 -0.03 -0.02 -0.01 0.0960
H 2.613665 12.700500 -8.272503 -0.03 -0.01 0.02 0.0964
H 4.024816 13.390356 -7.428870 0.01 -0.02 0.01 0.0919
C 2.338392 -2.111143 2.514994 -0.08 -0.15 0.01 -0.0224
O 3.597908 -1.478892 2.788729 -0.02 0.06 -0.01 -0.0095
C 3.842499 -0.393967 2.060236 -0.02 0.01 -0.01 -0.6200
O 3.116082 0.079785 1.225674 -0.01 0.02 -0.02 0.1194
O 5.039512 0.085225 2.409979 -0.06 0.03 -0.02 -0.0171
C 5.435140 1.263741 1.698018 0.08 0.02 0.02 -0.0286
H 2.286576 -2.970267 3.175441 0.04 0.01 0.01 0.0933
H 1.515976 -1.429856 2.723085 0.02 0.04 -0.04 0.0989
H 2.292598 -2.444509 1.481132 -0.01 0.04 -0.01 0.0951
H 4.730434 2.073157 1.878529 -0.03 -0.02 -0.03 0.0969
H 5.500047 1.060900 0.630742 -0.04 0.01 0.00 0.0965
H 6.413840 1.525085 2.088296 0.00 -0.02 0.01 0.0950
C -10.165058 2.013391 1.043740 0.08 -0.13 -0.04 -0.0277
O -10.255741 3.256961 0.335355 -0.02 0.01 -0.01 -0.0020
C -10.490808 4.314616 1.106326 0.02 0.00 0.01 -0.6269
O -10.624541 4.303924 2.303143 0.01 0.00 -0.03 0.1223
O -10.550213 5.396553 0.327294 0.00 -0.01 0.01 -0.0002
C -10.799319 6.616009 1.033531 0.00 0.06 -0.04 -0.0398
H -9.961071 1.258292 0.290801 0.02 0.03 -0.03 0.0909
H -9.349144 2.037261 1.762563 -0.02 0.01 0.02 0.0845
H -11.100436 1.792950 1.554414 0.00 0.05 0.03 0.0995
H -10.005545 6.811489 1.752051 -0.02 -0.02 0.02 0.0964
H -11.755693 6.570328 1.550852 0.02 -0.02 0.03 0.0969
H -10.819418 7.393598 0.276219 0.00 -0.02 -0.02 0.0924
C -1.920476 -5.299812 1.320542 -0.06 -0.01 0.00 -0.0349
O -1.031169 -6.406470 1.131730 0.01 0.00 0.00 0.0072
C 0.258552 -6.101816 1.253832 0.03 0.01 0.01 -0.6233
O 0.703884 -5.009118 1.499723 0.00 0.03 0.01 0.1123
O 0.974461 -7.206334 1.059124 -0.02 0.01 0.00 0.0073
C 2.391236 -7.019275 1.164307 0.04 -0.05 -0.01 -0.0324
H -2.919720 -5.703323 1.191084 0.01 -0.02 0.00 0.0933
H -1.809090 -4.886209 2.320961 0.03 0.02 -0.01 0.0972
H -1.728939 -4.525253 0.580439 0.03 0.01 0.02 0.0967
H 2.658269 -6.667234 2.158794 -0.01 0.03 -0.01 0.0975
H 2.738843 -6.307379 0.418244 -0.01 0.03 0.02 0.0971
H 2.828465 -7.995905 0.982601 -0.02 -0.01 0.00 0.0931
C 8.597184 -6.259519 2.477815 0.06 -0.16 -0.02 -0.0265
O 7.579185 -5.601983 3.246096 -0.01 0.00 -0.02 -0.0197
C 7.577115 -4.271340 3.135949 -0.06 0.00 -0.10 -0.6486
O 8.337352 -3.621388 2.465553 -0.01 -0.01 0.03 0.1257
O 6.595908 -3.792335 3.895430 0.00 -0.01 0.07 0.0073
C 6.468079 -2.362700 3.867364 0.04 0.06 0.09 -0.0304
H 8.475333 -7.322740 2.663127 -0.06 0.01 0.02 0.0869
H 8.468669 -6.050189 1.417810 0.02 0.06 0.01 0.0990
H 9.587521 -5.939010 2.798084 -0.01 0.06 -0.02 0.0936
H 6.254938 -2.019094 2.861501 0.08 -0.01 -0.02 0.0808
H 7.377153 -1.894140 4.241787 0.04 -0.02 -0.08 0.1009
H 5.634345 -2.115763 4.515318 -0.04 -0.11 -0.01 0.0941
C 13.967608 -6.319582 7.192264 0.06 -0.04 -0.01 -0.0392
O 12.892912 -6.332589 6.247233 -0.02 0.01 0.00 0.0023
C 11.854387 -5.568999 6.589273 0.01 0.01 0.01 -0.6240
O 11.768976 -4.906113 7.590509 0.00 -0.02 -0.03 0.1234
O 10.931172 -5.666662 5.635090 0.01 -0.01 -0.01 0.0083
C 9.750650 -4.891223 5.872205 -0.09 0.06 -0.01 -0.0139
H 14.726709 -6.977468 6.780636 -0.02 0.00 -0.02 0.0924
H 14.364505 -5.312720 7.306430 -0.03 0.01 0.02 0.0969
H 13.631979 -6.690905 8.158637 -0.01 0.03 0.01 0.0967
H 9.994098 -3.832322 5.936683 0.03 -0.01 0.04 0.1059
H 9.256629 -5.211835 6.787424 0.05 0.02 0.03 0.1054
H 9.101287 -5.073653 5.024055 0.04 -0.06 0.03 0.0684
C -0.687955 -1.798567 -7.168284 0.01 -0.06 -0.03 -0.0370
O -0.579288 -0.622185 -7.976148 -0.01 0.02 0.01 0.0063
C -0.799530 0.516123 -7.320667 0.04 0.01 0.01 -0.6228
O -1.070293 0.611519 -6.149279 0.02 0.00 -0.02 0.1088
O -0.666090 1.527839 -8.174954 -0.05 -0.06 0.08 0.0114
C -0.890380 2.812744 -7.586344 0.03 0.26 -0.03 -0.0316
H -0.484520 -2.630575 -7.835097 0.00 0.02 -0.02 0.0932
H 0.041793 -1.776892 -6.361045 -0.02 0.02 0.02 0.0962
H -1.690002 -1.885991 -6.752669 0.01 0.02 0.03 0.0966
H -0.174146 2.998314 -6.787251 -0.03 -0.02 0.03 0.0892
H -1.907074 2.888259 -7.203993 0.02 -0.05 0.06 0.0965
H -0.744219 3.541092 -8.377703 0.03 -0.07 -0.06 0.0976
C -3.702531 0.335881 5.515062 0.07 0.04 -0.04 -0.0306
O -3.098063 -0.507448 6.505186 0.00 0.01 0.02 0.0069
C -3.967054 -1.125195 7.301187 -0.01 0.00 0.01 -0.6241
O -5.166055 -1.026147 7.254709 0.03 0.00 0.00 0.1234
O -3.282141 -1.876319 8.165947 -0.01 0.01 -0.02 0.0014
C -4.099485 -2.599973 9.090694 0.03 -0.04 0.05 -0.0405
H -2.877599 0.766583 4.954455 0.04 -0.03 0.04 0.0958
H -4.340554 -0.241680 4.853127 -0.05 -0.01 0.05 0.0765
H -4.279193 1.127192 5.991418 -0.05 -0.04 0.01 0.1016
H -4.761039 -3.284412 8.562954 -0.02 0.03 -0.01 0.0959
H -4.691120 -1.915784 9.695912 -0.02 0.00 -0.03 0.0967
H -3.409522 -3.155056 9.718710 0.02 0.01 -0.01 0.0924
C 6.728253 -11.348073 3.655836 -0.04 -0.03 0.05 -0.0343
O 7.153342 -11.984767 2.445314 0.01 0.01 -0.01 0.0063
C 7.890320 -11.213386 1.649292 0.01 0.01 0.02 -0.6247
O 8.204270 -10.071144 1.869974 0.00 0.02 -0.01 0.1131
O 8.221609 -11.916852 0.569021 -0.01 0.01 0.02 0.0065
C 9.023460 -11.202445 -0.378333 0.02 -0.03 -0.06 -0.0354
H 6.146752 -12.093582 4.188827 0.01 -0.01 -0.02 0.0935
H 7.587824 -11.045605 4.250649 0.00 0.03 -0.02 0.0976
H 6.112575 -10.478342 3.434617 0.03 0.02 -0.01 0.0960
H 9.964277 -10.893972 0.073167 -0.02 0.03 0.02 0.0974
H 8.490714 -10.328297 -0.747584 0.01 0.02 0.03 0.0966
H 9.207405 -11.899807 -1.189418 -0.01 -0.02 0.01 0.0935
```
Positions in Å, forces in eV/Å.



No. 2
The following is a quantum chemistry calculation of C27H28NOS as an isolated structure, from the OMol25 dataset.

- ΔE to the lowest compared entry with this formula, charge and spin: 2.361 eV
- Charge: +1
- Gap between HOMO and LUMO: 6.315 eV
- F_max: 4.88 eV/A
- Highest occupied orbital energy: -10.6 eV

Structure (XYZ):
```
58
Properties=species:S:1:pos:R:3:forces:R:3:nbo_charge:R:1
C 0.258709 -2.551714 -1.762615 -0.63 0.23 -0.38 -0.2513
O -0.579316 -1.388254 -1.548289 -0.52 0.21 -0.45 -0.5803
C -0.467193 -0.398549 -0.587996 2.58 -1.71 3.34 0.2140
C -0.835215 -0.861411 0.797332 -1.83 0.27 0.17 0.0512
C -0.617132 0.062564 1.828455 -0.37 -0.18 -0.07 -0.2818
C -1.026920 -0.216846 3.124397 -0.04 -0.26 -0.44 -0.1908
C -1.703891 -1.422862 3.377991 0.25 0.24 -0.07 -0.2228
C -1.924469 -2.340285 2.346575 0.21 0.06 0.41 -0.1908
C -1.474918 -2.087977 1.050916 0.19 0.51 -0.15 -0.2689
C -1.144381 0.800824 -1.177071 -2.54 -0.61 -2.29 0.1313
N -2.501760 1.059298 -0.991950 2.75 0.66 -0.01 -0.2740
C -3.234089 0.797800 0.247784 -0.78 0.31 0.30 -0.4249
C -3.096902 1.822419 -1.995631 -0.47 -0.26 0.44 0.1472
C -4.467136 2.437006 -1.808318 -0.62 0.51 -0.31 -0.6725
C -2.329720 1.943915 -3.107108 0.51 -0.23 0.03 -0.1350
C -2.787924 2.507931 -4.416971 0.35 0.15 -0.33 -0.6553
S -0.737905 1.253542 -2.854093 -1.47 0.12 1.68 0.5706
H -0.413370 -3.214797 -2.341759 0.57 0.30 0.27 0.2142
H 1.088352 -2.198273 -2.383168 -0.07 -0.52 0.09 0.1855
H 0.620636 -3.068522 -0.864411 -0.40 0.40 -0.25 0.2151
H -0.143582 1.010877 1.544155 -0.11 -0.33 0.48 0.2294
H -0.792526 0.509052 3.897674 -0.25 -0.22 0.09 0.2281
H -2.031109 -1.640738 4.390526 0.00 -0.04 -0.18 0.2289
H -2.440561 -3.275234 2.564199 0.14 0.22 -0.05 0.2283
H -1.658050 -2.826377 0.258725 0.12 0.50 0.31 0.2301
H -4.182046 1.317645 0.120982 0.07 -0.28 0.23 0.2293
H -3.449860 -0.262384 0.421716 0.43 0.28 -0.14 0.2530
H -2.725430 1.261032 1.094992 0.03 -0.35 -0.13 0.2479
H -4.635655 3.194657 -2.596488 0.19 -0.48 0.36 0.2498
H -5.324009 1.731692 -1.895673 0.74 0.22 0.14 0.2533
H -4.587607 3.004388 -0.860458 0.30 -0.50 -0.49 0.2473
H -3.563951 3.269642 -4.302614 0.23 -0.13 0.14 0.2435
H -1.958609 2.960763 -4.964290 -0.08 -0.03 0.02 0.2459
H -3.211523 1.720958 -5.052772 0.14 0.04 0.18 0.2523
C 1.370066 -0.330398 -0.021843 0.32 -0.03 -4.87 -0.1863
C 2.081304 0.947610 0.334950 0.76 1.15 -0.03 -0.1064
C 1.706351 2.134671 -0.328824 0.12 0.49 0.28 -0.1658
C 2.369446 3.352934 -0.115003 -0.17 0.00 -0.12 -0.2188
C 3.474588 3.440587 0.733746 0.14 -0.21 0.39 -0.2078
C 3.933163 2.268907 1.341941 -0.80 -0.57 -0.56 -0.1914
C 3.275203 1.028329 1.119207 -0.44 0.79 -0.08 -0.1973
C 2.038268 -1.561276 0.587818 0.26 -0.36 0.48 -0.1315
C 2.765166 -2.468822 -0.214386 0.92 -0.35 0.09 -0.1351
C 3.555135 -3.509172 0.333625 -0.71 0.59 0.11 -0.2314
C 3.585834 -3.702735 1.720911 0.03 -0.21 -0.51 -0.1913
C 2.953677 -2.775824 2.529956 -0.61 0.75 0.18 -0.2126
C 2.210045 -1.702767 1.983227 0.27 -0.66 -0.40 -0.1898
H 1.415280 -0.374830 -1.182051 1.52 -0.25 1.76 0.2255
H 0.881460 2.125747 -1.055389 0.50 0.06 0.62 0.1790
H 2.019652 4.265333 -0.613843 0.09 -0.49 0.11 0.2184
H 3.983705 4.401270 0.940266 -0.44 -0.69 -0.28 0.2294
H 4.805723 2.294879 1.988899 -0.11 -0.07 -0.15 0.2258
H 3.739789 0.151808 1.561388 -0.33 0.08 -0.08 0.2311
H 2.805728 -2.352754 -1.305912 -0.10 0.06 0.62 0.2020
H 4.143326 -4.168226 -0.308396 -0.34 0.26 0.06 0.2265
H 4.095613 -4.579437 2.146615 -0.11 0.62 -0.18 0.2293
H 3.042155 -2.854808 3.617979 -0.10 0.04 -0.41 0.2256
H 1.828381 -0.942805 2.650374 -0.24 -0.11 0.04 0.2251
```
Positions in Å, forces in eV/Å.



> The highest charge belongs to which entry?

C27H28NOS



> Which value of ΔE to the lowest compared entry with this formula, charge and spin does entry 2 give?

2.361 eV



> Which of these has the highest charge?

C27H28NOS



> The highest ΔE to the lowest compared entry with this formula, charge and spin belongs to which entry?

C27H28NOS